A | This record from OMol25 describes 2 unconnected molecules or ions with the total composition C3H3N3S. The level of theory is the ωB97M-V functional and the def2-TZVPD basis.

The geometry in XYZ format:
```
10
Properties=species:S:1:pos:R:3
C -1.17365 0.81490 -0.04364
C -1.58595 -0.14181 0.75518
C 2.26395 -0.82057 -0.46587
N -1.38080 1.84234 -0.67429
N -1.10016 -1.00969 1.47013
N 2.34656 0.12213 -1.17156
S 2.69696 -2.04343 0.36937
H -2.37781 2.20132 -0.75945
H -1.54965 -1.76595 2.13635
H 1.86055 0.80077 -1.61622
```

Frontier orbital gap: 7.97 eV
E_LUMO: -0.335 eV
SMILES: N=C=C=N.N=C=S
HOMO level: -0.3053 hartree


B | This record from OMol25 describes C3H3N3S in the gas phase. The level of theory is the ωB97M-V functional and the def2-TZVPD basis.

The geometry in XYZ format:
```
10
Properties=species:S:1:pos:R:3
C 0.63900 -0.74432 0.39917
C 1.41053 0.15465 -1.39151
C -0.44811 0.25801 -0.07248
H 1.41776 -1.96480 1.62077
H 2.04298 0.54625 -2.19680
H -0.17038 1.52195 -1.72172
N 0.57046 -1.37433 1.49210
N 1.81606 -0.61375 -0.42537
N 0.12951 0.66751 -1.23297
S -1.90694 0.69566 0.61565
```

Frontier orbital gap: 7.79 eV
E_LUMO: -1.197 eV
SMILES: [H]/N=C1\N=CNC1=S
HOMO level: -0.3301 hartree


C | This record from OMol25 describes C3H3N3S in the gas phase. The level of theory is the ωB97M-V functional and the def2-TZVPD basis.

The geometry in XYZ format:
```
10
Properties=species:S:1:pos:R:3
C 0.63376 -1.22644 0.28589
C -1.35707 -0.41386 -0.42140
C 0.84288 1.38410 0.28675
H 1.17096 -2.05390 0.80814
H -2.19484 -0.82365 -0.99162
H 1.54488 2.12100 0.66942
N -0.60454 -1.39607 0.23000
N -1.23844 0.85455 -0.51694
N -0.42114 1.60445 0.21185
S 1.62355 -0.05020 -0.56209
```

Frontier orbital gap: 9.27 eV
E_LUMO: -0.184 eV
SMILES: C1=NC=NN=CS1
HOMO level: -0.3474 hartree


D | This record from OMol25 describes C3H3N3S in the gas phase. The level of theory is the ωB97M-V functional and the def2-TZVPD basis.

The geometry in XYZ format:
```
10
Properties=species:S:1:pos:R:3
C 1.23079 0.56689 0.98178
C -0.62848 -0.31792 -0.33649
C 1.52745 0.16942 -0.41494
H 2.78975 0.78923 1.69152
H -0.66111 0.25698 1.93399
H 2.66143 -0.01615 -0.68572
N 1.79726 0.86577 2.01890
N -0.16016 0.11921 0.97101
N 0.53586 -0.26098 -1.11890
S -2.04871 -0.53802 -1.08869
```

Frontier orbital gap: 7.61 eV
E_LUMO: -1.613 eV
SMILES: [H]/N=C1\C=NC(=S)N1
HOMO level: -0.3389 hartree


Most stable structure: B


A | This record from OMol25 describes a gas-phase ion, C4H10ClN2 (charge +1). The level of theory is the ωB97M-V functional and the def2-TZVPD basis.

The geometry in XYZ format:
```
17
Properties=species:S:1:pos:R:3
C -0.71616 -0.09247 -0.14595
C 1.84453 0.14142 0.09229
C 1.08493 -2.13516 -0.21794
C -2.22574 1.72987 0.02201
N 0.78334 -0.79454 0.28529
N -0.99350 1.07852 0.31951
Cl -1.93205 -1.10297 -0.62752
H 1.42105 1.25378 0.13670
H 2.46304 0.25692 1.01176
H 2.54645 -0.12003 -0.66830
H 0.98293 -2.02554 -1.33587
H 2.07413 -2.39974 0.20582
H 0.47326 -2.90784 0.14520
H -2.03532 2.63792 -0.51892
H -2.71852 1.88307 1.09496
H -2.84912 0.98108 -0.42350
H -0.20324 1.61571 0.62445
```

Charge: +1
Frontier orbital gap: 9.06 eV
E_LUMO: -4.659 eV
SMILES: C/[NH+]=C(\Cl)N(C)C
HOMO level: -0.5040 hartree


B | This record from OMol25 describes a gas-phase ion, C4H10ClN2 (charge +1). The level of theory is the ωB97M-V functional and the def2-TZVPD basis.

The geometry in XYZ format:
```
17
Properties=species:S:1:pos:R:3
C 1.10070 0.21678 0.75941
C -0.89264 -1.39491 0.18488
C -0.11439 -0.81539 -0.97265
C 0.64077 0.43536 -0.72844
N 0.44746 0.92785 1.53616
N -0.25494 1.60430 -0.61429
Cl 2.34321 -0.89607 1.06280
H -1.59182 -0.62931 0.62210
H -0.39827 -1.69078 1.01992
H -1.47984 -2.27967 -0.18759
H 0.61918 -1.56937 -1.28798
H -0.85107 -0.89334 -1.71346
H 1.52456 0.67828 -1.39366
H 0.41790 0.84225 2.53789
H -0.08316 2.49659 -1.15384
H -0.26113 1.56105 0.99817
H -1.16654 1.40636 -0.66942
```

Charge: +1
Frontier orbital gap: 10.74 eV
E_LUMO: -4.158 eV
SMILES: CC[C@@H](N)C(=[NH2+])Cl
HOMO level: -0.5476 hartree


Most stable structure: B


A | This record from OMol25 describes a molecular structure, C3H3AgO2. The level of theory is the ωB97M-V functional and the def2-TZVPD basis.

The geometry in XYZ format:
```
9
Properties=species:S:1:pos:R:3
O 0.61487 0.35512 0.96607
C -2.17593 -1.25110 0.12092
O -1.57336 -1.62201 1.04697
Ag 0.22269 -1.11354 2.10440
C -0.05831 0.71509 -0.15606
H -0.61014 1.66032 -0.07816
H 1.94223 0.87627 -0.97521
C 0.91428 0.52691 -1.09629
H 0.72369 -0.14707 -1.93265
```

Charge: +1
Frontier orbital gap (alpha / beta): 8.04 / 8.92 eV
E_LUMO (alpha / beta): -5.882 / -6.176 eV
2S+1: 2
HOMO level (alpha / beta): -0.5117 / -0.5546 hartree


B | This record from OMol25 describes a molecular structure, C3H3AgO2. The level of theory is the ωB97M-V functional and the def2-TZVPD basis.

The geometry in XYZ format:
```
9
Properties=species:S:1:pos:R:3
C -2.41218 0.57606 0.13608
C -1.13653 0.88035 0.08302
H -2.76262 -0.46044 0.14587
H -0.56595 1.80944 0.06214
H -3.17419 1.36471 0.14913
O 0.53030 -0.69079 -0.07180
C 1.71780 -0.68670 -0.08890
O 2.76075 -1.21759 -0.15399
Ag 5.04262 -1.57503 -0.26155
```

Charge: +1
Frontier orbital gap (alpha / beta): 4.09 / 5.66 eV
E_LUMO (alpha / beta): -6.709 / -6.709 eV
2S+1: 2
HOMO level (alpha / beta): -0.3970 / -0.4545 hartree


Most stable structure: B


A | This record from OMol25 describes 2 unconnected molecules or ions with the total composition C2H2O2S2. The level of theory is the ωB97M-V functional and the def2-TZVPD basis.

The geometry in XYZ format:
```
8
Properties=species:S:1:pos:R:3
C 0.52642 -1.44757 0.34338
C -0.82095 -1.04294 0.54762
O 1.89187 2.34540 -0.92174
O -0.22123 1.21653 -1.23320
S 0.34786 -0.22015 1.56735
S 1.17987 1.09653 -1.01325
H -1.25277 -0.29333 -0.13769
H -1.65106 -1.65446 0.84752
```

Frontier orbital gap (alpha / beta): 7.65 / 7.33 eV
E_LUMO (alpha / beta): -0.749 / -2.673 eV
2S+1: 3
HOMO level (alpha / beta): -0.3088 / -0.3677 hartree


B | This record from OMol25 describes 2 unconnected molecules or ions with the total composition C2H2O2S2. The level of theory is the ωB97M-V functional and the def2-TZVPD basis.

The geometry in XYZ format:
```
8
Properties=species:S:1:pos:R:3
C 0.60356 1.00295 -0.08110
C -0.28715 1.94026 -0.08029
O -1.31576 -2.22360 0.48747
O 1.36393 0.15201 -0.27542
S 0.08805 -2.48135 0.69410
S 0.98186 -3.03952 -0.87443
H -1.32030 1.65319 -0.11781
H -0.11420 2.99606 0.24748
```

Frontier orbital gap (alpha / beta): 8.79 / 5.87 eV
E_LUMO (alpha / beta): 0.751 / -3.606 eV
2S+1: 3
HOMO level (alpha / beta): -0.2955 / -0.3481 hartree


Most stable structure: B


A | This record from OMol25 describes C3H5NO3 in the gas phase. The level of theory is the ωB97M-V functional and the def2-TZVPD basis.

The geometry in XYZ format:
```
12
Properties=species:S:1:pos:R:3
O 1.93987 0.43048 2.30919
C 1.47266 0.05054 1.27429
C 0.57432 0.91904 0.40096
N 0.23626 0.23028 -0.84348
C -0.95950 -0.39805 -1.06382
O -1.92726 -0.04364 -0.14238
O -1.19730 -1.11695 -1.99548
H 1.62072 -0.98195 0.90432
H -0.31810 1.15119 0.96714
H 1.00823 1.87793 0.11923
H 0.92414 0.01631 -1.52158
H -2.20341 -0.78536 0.39663
```

Frontier orbital gap: 10.60 eV
E_LUMO: 0.478 eV
SMILES: O=CCNC(=O)O
HOMO level: -0.3721 hartree


B | This record from OMol25 describes 2 unconnected molecules or ions with the total composition C3H5NO3. The level of theory is the ωB97M-V functional and the def2-TZVPD basis.

The geometry in XYZ format:
```
12
Properties=species:S:1:pos:R:3
C -1.42953 -0.34063 0.64844
C -0.10974 -0.61581 0.37560
C 0.94915 0.26858 0.29826
N 2.35929 -0.23394 -0.04142
O 2.52960 -1.42236 0.16471
O 3.15504 0.70816 -0.00475
O 0.90037 1.56972 0.48046
H -2.29271 -1.03915 0.68324
H -1.46457 0.74380 0.92412
H 0.17865 -1.56802 0.01230
H 1.20816 -0.51821 -2.12514
H 1.92851 1.81138 0.43330
```

Frontier orbital gap (alpha / beta): 7.20 / 9.19 eV
E_LUMO (alpha / beta): -0.963 / -1.399 eV
HOMO level (alpha / beta): -0.2999 / -0.3893 hartree


C | This record from OMol25 describes 2 unconnected molecules or ions with the total composition C3H5NO3. The level of theory is the ωB97M-V functional and the def2-TZVPD basis.

The geometry in XYZ format:
```
12
Properties=species:S:1:pos:R:3
C -2.51305 -0.05897 0.26831
N -1.35609 0.85019 0.39830
C -1.13431 -0.32927 -0.15534
C 2.87949 -0.12809 0.10263
O 2.15362 0.08255 -0.98308
O -0.30929 -1.05341 -0.62585
O 3.91545 0.41480 0.32991
H 1.31475 -0.43011 -0.98491
H -1.21842 1.80891 0.13592
H -2.90690 -0.42722 1.20624
H -3.25590 0.13674 -0.49632
H 2.43065 -0.86613 0.80418
```

Frontier orbital gap: 10.67 eV
E_LUMO: 0.527 eV
SMILES: O=C1CN1.O=CO
HOMO level: -0.3729 hartree


Most stable structure: A


A | This record from OMol25 describes 2 unconnected molecules or ions with the total composition C5H12NO2P. The level of theory is the ωB97M-V functional and the def2-TZVPD basis.

The geometry in XYZ format:
```
21
Properties=species:S:1:pos:R:3
C -0.28967 0.18811 -1.05056
C -2.12439 -1.66643 1.14166
C 1.35363 1.15478 1.45696
C 2.69245 -0.22972 -0.66852
C -2.72525 -1.36621 -0.13299
N -0.85543 1.18888 -1.67410
O 1.44894 2.12857 -1.20472
O -3.46059 -0.43584 -0.32882
P 1.26273 0.88852 -0.42765
H -2.44194 -2.49621 1.70192
H -2.22796 -0.66768 1.76742
H -1.00924 -1.86049 1.05598
H 0.44407 1.62583 1.93379
H 1.35972 0.08345 1.75292
H 2.29799 1.55971 1.68812
H 2.56358 -1.07516 0.02956
H 2.68616 -0.48047 -1.65596
H 3.69117 0.25701 -0.59009
H -2.50294 -2.14694 -0.94687
H -0.41824 2.13155 -1.70270
H -1.74479 1.21872 -2.14535
```

Frontier orbital gap: 9.00 eV
E_LUMO: 0.409 eV
HOMO level: -0.3156 hartree


B | This record from OMol25 describes C5H12NO2P in the gas phase. The level of theory is the ωB97M-V functional and the def2-TZVPD basis.

The geometry in XYZ format:
```
21
Properties=species:S:1:pos:R:3
C 0.56779 1.19241 -0.59859
C 1.36385 -1.06780 -0.21765
C 2.84182 0.83874 0.19134
C -2.33632 -1.46453 -0.47646
C 1.48091 0.34669 -0.19884
N -0.96289 0.44813 1.53058
O -0.74349 0.79973 -0.99461
O -3.09931 0.98569 -0.15250
P -1.68913 0.17731 0.20443
H 0.65598 2.22587 -0.41299
H 0.38211 -1.44431 -0.08167
H 2.08505 -1.52106 0.34180
H 1.56112 -1.24483 -1.24876
H 2.70572 1.53553 0.97936
H 3.25178 1.48208 -0.50338
H 3.42313 -0.03050 0.43427
H -3.01593 -1.72784 0.28467
H -1.56866 -2.09069 -0.56696
H -2.96589 -1.23742 -1.33077
H -1.11211 0.04694 2.42058
H -2.82552 1.74985 0.39614
```

Frontier orbital gap: 9.40 eV
E_LUMO: 0.842 eV
SMILES: CC(C)=CO[P@@](C)(=N)O
HOMO level: -0.3145 hartree


C | This record from OMol25 describes C5H12NO2P in the gas phase. The level of theory is the ωB97M-V functional and the def2-TZVPD basis.

The geometry in XYZ format:
```
21
Properties=species:S:1:pos:R:3
C 0.78056 1.29484 0.66268
C -0.72502 1.65468 0.66874
C 1.05278 -0.19298 1.02877
C 2.40548 -0.62185 0.56281
C -1.69847 -1.34375 -1.85711
N -1.51576 0.00778 -1.46035
O -2.74569 -0.30330 0.94103
O 0.02047 -1.00791 0.49420
P -1.56370 0.10031 0.21184
H 1.22484 1.52369 -0.26984
H 1.26958 1.88712 1.34546
H -0.93272 1.92573 1.64420
H -1.04794 2.45455 -0.02484
H 0.85795 -0.23060 2.19986
H 2.49781 -0.77865 -0.54308
H 2.63749 -1.60299 0.93456
H 3.27422 -0.07387 0.86093
H -1.52534 -1.49049 -2.89764
H -0.99486 -1.98218 -1.30763
H -2.61185 -1.59075 -1.45863
H -0.65980 0.37062 -1.73595
```

Frontier orbital gap: 10.34 eV
E_LUMO: 0.791 eV
SMILES: CN[P@]1(=O)CC[C@H](C)O1
HOMO level: -0.3511 hartree


Most stable structure: C